Entry from the OMol25 dataset: C14H43O10Ti as an isolated structure at a distorted geometry (ωB97M-V/def2-TZVPD).

Values from the calculation:
E_HOMO (alpha / beta) ... -6.798 / -6.817 eV
Expectation value of S² ... 3.753
HOMO-LUMO gap (alpha / beta) ... 3.33 / 4.25 eV
LUMO energy (alpha / beta) ... -3.472 / -2.563 eV
Energy above the lowest of the compared OMol25 structures with the same formula, charge and spin ... 7.697 eV

Structure (ORCA input):
```
! RIJCOSX wB97M-V def2-TZVPD def2/J DEFGRID3
* xyz 0 4
Ti 2.20165 -5.85175 -3.69788
C -0.40168 -0.22295 -0.58236
C 0.05078 -1.52672 -1.25949
O 0.31686 -1.49643 -2.47652
O 0.24739 -2.55932 -0.54514
H -0.73113 -0.32700 0.45144
H -1.30795 0.07592 -1.10910
H 0.33956 0.57564 -0.61242
C -6.61055 0.08663 2.72394
O -7.83762 0.75902 2.80127
H -5.98369 0.56095 1.96885
H -6.11822 0.22225 3.68691
H -6.70005 -0.97932 2.51457
H -8.25765 0.80399 1.93921
C -5.20549 -1.20538 -4.97234
O -4.04682 -0.85385 -5.73497
H -5.16043 -0.91041 -3.92397
H -6.06782 -0.69116 -5.39666
H -5.37085 -2.28269 -4.98485
H -3.33799 -1.29453 -5.26068
C 4.91586 -1.99214 3.12654
O 4.79205 -3.32156 2.74763
H 5.16680 -1.33714 2.29220
H 3.99741 -1.56506 3.52919
H 5.72302 -1.87654 3.84989
H 4.05954 -3.36816 2.12886
C 2.68310 -9.67863 0.20336
O 3.20561 -9.55395 -1.11006
H 2.09837 -8.85530 0.61361
H 2.06415 -10.56875 0.31603
H 3.53709 -9.71737 0.87959
H 3.85651 -10.24477 -1.25387
C -2.47821 -6.40722 6.12054
C -1.52603 -6.03815 4.94426
O -2.19541 -6.25096 3.67035
H -3.45212 -5.96856 5.90334
H -2.15741 -6.06181 7.10334
H -2.57691 -7.48844 6.21701
H -0.64050 -6.66208 5.06534
H -1.16454 -5.02487 5.11943
H -1.60924 -5.88085 3.00626
C 5.21516 4.12953 4.74981
C 3.85319 4.32133 4.07583
O 2.83042 4.37583 5.07997
H 5.99624 4.20343 3.99314
H 5.36209 3.13653 5.17462
H 5.42839 4.89147 5.49953
H 3.67850 3.51695 3.36130
H 3.90998 5.24707 3.50321
H 2.60372 3.50684 5.41917
C 1.68986 4.83325 -7.57967
C 1.15605 3.55275 -6.90196
O 2.17371 2.58664 -6.72412
H 1.92743 4.73751 -8.63915
H 2.61845 5.17333 -7.12123
H 0.90243 5.58352 -7.50803
H 0.31413 3.14665 -7.46264
H 0.77160 3.64350 -5.88606
H 1.70886 1.89472 -6.24794
C -0.81996 7.97171 -0.90645
C -1.19727 8.31885 -2.31149
O -2.18135 7.48823 -2.77073
H -1.58051 8.33620 -0.21594
H 0.15788 8.39473 -0.67629
H -0.73675 6.88908 -0.81116
H -0.35218 8.06447 -2.95117
H -1.43831 9.37420 -2.43883
H -2.30923 7.66108 -3.70634
*
```


Entry from the OMol25 dataset: C14H44BO8V as an isolated structure at a distorted geometry (ωB97M-V/def2-TZVPD).

Values from the calculation:
E_HOMO (alpha / beta) ... -2.400 / -4.277 eV
Expectation value of S² ... 0.755
HOMO-LUMO gap (alpha / beta) ... 5.05 / 6.92 eV
LUMO energy (alpha / beta) ... 2.648 / 2.647 eV
Energy above the lowest of the compared OMol25 structures with the same formula, charge and spin ... 0.362 eV

Structure (ORCA input):
```
! RIJCOSX wB97M-V def2-TZVPD def2/J DEFGRID3
* xyz -1 2
O 0.58558 0.14318 -0.43827
V -0.24690 0.96947 -1.56545
O -0.78101 -0.05339 -2.65113
B -0.06454 3.07351 -0.02916
H -0.33409 4.11783 -0.06064
H 0.54666 2.80782 -0.87774
H 0.50026 2.83707 0.85928
H -0.97049 2.48792 -0.05362
C -1.71939 2.45378 -4.31547
O -1.16948 2.60089 -2.96877
H -2.80155 2.38465 -4.42619
H -1.40439 3.27156 -4.96363
H -1.30841 1.53841 -4.74123
H -1.12488 3.52604 -2.71638
C -1.32232 -2.69333 0.05688
O -2.42338 -2.02412 0.61688
H -1.55936 -3.75537 0.12012
H -1.15437 -2.42348 -0.98574
H -0.38801 -2.64514 0.61619
H -3.12349 -2.64163 0.84075
C -3.96194 0.32166 -2.27432
C -3.46688 1.15326 -1.10796
C -4.50673 1.19816 0.04174
O -2.35357 0.58393 -0.48546
H -4.09048 -0.70666 -1.93649
H -3.27491 0.34651 -3.12016
H -4.90547 0.68531 -2.68129
H -3.17390 2.12627 -1.50231
H -5.46087 1.57148 -0.33023
H -4.07181 1.82367 0.82128
H -4.63489 0.16775 0.37333
H -2.63399 -0.06975 0.15926
C 2.44927 -2.33677 1.13303
C 2.94382 -3.04649 2.41435
C 4.12069 -3.95855 2.20109
O 3.13006 -2.11160 3.43025
H 1.99276 -2.92206 0.33482
H 3.26722 -1.75011 0.71483
H 1.68387 -1.66914 1.52866
H 2.11190 -3.61132 2.83502
H 4.33843 -4.51628 3.11193
H 4.97887 -3.52209 1.69007
H 3.70211 -4.75167 1.58154
H 2.27325 -1.76127 3.68470
C 3.55648 0.06404 -2.01966
C 2.90664 1.48163 -2.12294
C 3.72188 2.56990 -2.83756
O 1.66837 1.28932 -2.80961
H 4.37952 0.02584 -1.30605
H 3.92787 -0.31006 -2.97371
H 2.83596 -0.65886 -1.63707
H 2.63393 1.78416 -1.11190
H 4.54950 2.86852 -2.19414
H 3.06986 3.43221 -2.97679
H 4.16539 2.21734 -3.76874
H 1.97118 1.06210 -3.69181
C -1.49510 -1.35016 4.41984
C -0.52067 -0.74851 3.40116
C -0.80614 0.72404 2.94030
O 0.78064 -0.73897 3.99642
H -0.98516 -2.04128 5.09096
H -2.27518 -1.90222 3.89559
H -2.03359 -0.59526 4.99277
H -0.44423 -1.44995 2.57035
H -0.81295 1.40914 3.78806
H -1.75420 0.78776 2.40623
H 0.00346 1.00196 2.26547
H 0.76328 -0.14259 4.74849
*
```


Entry from the OMol25 dataset: a 7-piece molecular cluster, C14H44N2O7 overall at a distorted geometry (ωB97M-V/def2-TZVPD).

Values from the calculation:
E_HOMO ... -9.273 eV
HOMO-LUMO gap ... 9.53 eV
Structure (SMILES) ... COC[C@H](C)N.COC[C@H](C)N.CCO.CCO.CCO.O.O
LUMO energy ... 0.261 eV
Energy above the lowest of the compared OMol25 structures with the same formula, charge and spin ... 0.261 eV

Structure (ORCA input):
```
! RIJCOSX wB97M-V def2-TZVPD def2/J DEFGRID3
* xyz 0 1
C 16.47255 2.61843 -5.30783
O 15.31470 1.96239 -5.76612
C 15.60014 0.94373 -6.69171
C 14.34152 0.19224 -7.09558
C 13.53919 -0.29301 -5.90572
N 14.73332 -1.01035 -7.90172
H 16.96319 3.06857 -6.17969
H 17.17803 1.96156 -4.78629
H 16.20055 3.39713 -4.59965
H 15.99164 1.38112 -7.62467
H 16.33773 0.27229 -6.23231
H 13.73514 0.85670 -7.71292
H 13.15358 0.54698 -5.32769
H 14.15374 -0.95494 -5.28641
H 12.68034 -0.92296 -6.15121
H 15.50330 -1.46007 -7.40894
H 15.20599 -0.61291 -8.72235
C 7.29428 1.11898 -7.54374
O 8.65417 1.09624 -7.93533
C 8.81829 1.55166 -9.26538
C 10.29537 1.72244 -9.56727
C 11.04587 2.56685 -8.50518
N 10.40009 2.37673 -10.88244
H 7.00219 2.15560 -7.36508
H 7.20227 0.56569 -6.60825
H 6.62227 0.59964 -8.23295
H 8.39992 0.85909 -10.00025
H 8.38512 2.55446 -9.37968
H 10.80420 0.76078 -9.65056
H 11.02770 2.12536 -7.50769
H 10.58856 3.55904 -8.46799
H 12.07347 2.70031 -8.84357
H 11.33328 2.21369 -11.24246
H 10.29885 3.38320 -10.82157
C 7.41877 -2.13155 -9.81864
C 6.14500 -1.50518 -10.32976
O 5.59268 -2.32830 -11.38227
H 7.21082 -3.16849 -9.53505
H 7.66734 -1.69967 -8.84279
H 8.31054 -2.11139 -10.43686
H 6.33932 -0.50907 -10.74512
H 5.39085 -1.41162 -9.54241
H 4.86841 -1.80462 -11.74270
C 7.25473 -2.16604 -5.49905
C 5.95585 -2.57124 -6.18053
O 4.96157 -2.75315 -5.17528
H 7.24770 -1.22714 -4.94808
H 8.06338 -2.04014 -6.22702
H 7.57085 -3.02689 -4.91145
H 6.14868 -3.54099 -6.65918
H 5.62687 -1.85282 -6.94104
H 4.10880 -2.84923 -5.60977
C 11.33297 -4.77681 -8.27816
C 10.26028 -4.80950 -7.20708
O 10.35616 -3.72619 -6.30143
H 12.30698 -4.79052 -7.76791
H 11.37683 -3.87249 -8.88618
H 11.37738 -5.66020 -8.91837
H 10.34234 -5.73271 -6.63067
H 9.25449 -4.79741 -7.65437
H 10.20302 -2.91287 -6.81730
O 10.21975 -1.40545 -7.88718
H 10.99327 -1.34405 -8.48188
H 9.86056 -0.50277 -7.82723
O 12.48030 -1.39517 -9.65612
H 13.23713 -1.29129 -9.02695
H 12.73995 -0.93403 -10.46095
*
```


Entry from the OMol25 dataset: C14H44N6O8 as an isolated structure at a distorted geometry (ωB97M-V/def2-TZVPD).

Values from the calculation:
E_HOMO ... -6.983 eV
HOMO-LUMO gap ... 6.33 eV
LUMO energy ... -0.654 eV
Energy above the lowest of the compared OMol25 structures with the same formula, charge and spin ... 12.753 eV

Structure (ORCA input):
```
! RIJCOSX wB97M-V def2-TZVPD def2/J DEFGRID3
* xyz 0 1
C -11.98808 21.33425 -4.67544
O -13.07297 21.85991 -3.95644
H -11.18647 22.04638 -4.50900
H -12.31521 21.29030 -5.74133
H -11.83069 20.33587 -4.31812
H -13.53543 22.30539 -4.64919
C -14.23588 24.67853 -6.32151
O -14.29146 23.35057 -5.88461
H -13.24709 24.85073 -6.62148
H -14.36466 25.34788 -5.45556
H -14.92740 25.00452 -7.04338
H -14.24436 22.69585 -6.58841
C -16.42307 23.33334 -2.58888
O -17.37516 23.69009 -1.64362
N -15.96657 24.10275 -3.56853
N -15.84209 22.20006 -2.39311
H -16.39231 25.00697 -3.78332
H -15.44383 23.73066 -4.37889
H -16.26161 21.60603 -1.66858
H -15.53268 21.72653 -3.27085
C -15.00030 21.09857 1.47563
O -15.72044 20.34924 2.43196
N -14.07104 20.47820 0.83284
N -14.13957 21.96690 1.84094
H -14.41608 19.47159 0.90644
H -14.12305 20.53317 -0.24443
H -14.47743 22.21316 2.77404
H -14.52658 22.91244 1.45577
C -13.88287 24.28302 -0.52984
O -14.76752 24.17279 0.53674
N -13.05467 25.25934 -0.63981
N -13.57668 23.27559 -1.35926
H -13.19675 26.10191 -0.03135
H -12.24090 25.37635 -1.29958
H -14.39814 22.78594 -1.61188
H -13.05786 23.53185 -2.20786
C -19.02874 20.50451 -0.51310
C -17.74870 19.71912 -0.28423
C -17.94179 18.23407 -0.45690
O -16.77901 20.15025 -0.93775
H -19.37634 20.42112 -1.51088
H -18.89793 21.58383 -0.40713
H -19.87480 20.34785 0.26675
H -17.53052 19.79547 0.74208
H -18.12999 18.08773 -1.53457
H -18.75296 17.80152 0.07941
H -17.03980 17.68161 -0.16095
H -16.95021 19.82208 -1.82603
C -17.85580 19.45731 -4.50548
C -17.06907 20.43164 -5.31017
C -17.89184 21.68427 -5.52800
O -16.01881 20.83351 -4.81482
H -18.25520 19.99928 -3.65393
H -17.35616 18.51452 -4.20303
H -18.66318 19.20145 -5.15617
H -16.83198 19.96790 -6.28469
H -17.21634 22.40878 -6.05721
H -18.24906 22.18877 -4.58742
H -18.78057 21.46874 -6.13841
H -15.40610 20.14429 -5.01208
C -12.47370 18.58253 -1.06764
C -13.39910 19.12242 -2.09858
C -14.61083 18.16986 -2.19846
O -13.74242 20.28186 -1.82028
H -11.93712 17.75769 -1.48172
H -12.91694 18.27485 -0.16142
H -11.74756 19.27798 -0.74663
H -12.91874 19.07237 -3.05015
H -15.06294 17.98411 -1.21173
H -14.32527 17.23046 -2.65225
H -15.42122 18.66272 -2.74323
H -13.59990 20.80124 -2.68814
*
```


Entry from the OMol25 dataset: a 8-piece molecular cluster, C14H45N13O9 overall at a distorted geometry (ωB97M-V/def2-TZVPD).

Values from the calculation:
E_HOMO ... -8.790 eV
HOMO-LUMO gap ... 8.95 eV
Structure (SMILES) ... COCCNCCOC.NC(N)=O.NC(N)=O.NC(N)=O.NC(N)=O.NC(N)=O.NC(N)=O.CCO
LUMO energy ... 0.159 eV

Structure (ORCA input):
```
! RIJCOSX wB97M-V def2-TZVPD def2/J DEFGRID3
* xyz 0 1
C -0.97966 8.57302 3.45894
O 0.44029 8.84911 3.53507
C 1.02961 9.00877 2.23100
C 1.61737 7.71236 1.73171
N 0.55539 6.79220 1.26527
C 0.61120 6.52311 -0.17539
C 1.79390 5.66581 -0.71271
O 2.98177 6.39656 -1.00104
C 4.24224 5.79881 -1.01334
H -1.27675 8.07472 4.38173
H -1.31802 7.83967 2.72695
H -1.45653 9.53542 3.27322
H 1.75624 9.78991 2.45448
H 0.46174 9.39814 1.38601
H 2.15110 7.25929 2.56715
H 2.37715 7.75709 0.95142
H 0.66058 5.92851 1.77817
H 0.67524 7.41728 -0.79544
H -0.27115 6.07354 -0.63084
H 1.56514 5.20968 -1.67589
H 2.08897 4.85952 -0.04120
H 4.50748 5.01330 -1.72097
H 4.17049 5.47463 0.02485
H 5.04759 6.50676 -1.20909
N -3.35313 -0.30629 -0.75480
C -2.19234 -0.87558 -0.99302
N -1.28835 -0.35228 -0.24888
O -2.02017 -1.78788 -1.78466
H -4.20629 -0.71309 -1.11080
H -3.47262 0.29341 0.04905
H -0.30924 -0.46557 -0.46935
H -1.75932 0.41276 0.21264
N 2.15583 -5.90270 -0.02394
C 2.14567 -6.99876 0.74404
N 2.63891 -6.73264 1.91930
O 1.75430 -8.07623 0.34403
H 1.80136 -5.93367 -0.96918
H 2.52478 -5.05892 0.39079
H 2.78631 -5.77190 2.19382
H 2.84717 -7.44027 2.60921
N 7.26827 -1.39395 2.26676
C 6.06859 -1.07007 2.52206
N 5.87019 0.11835 1.92570
O 5.14606 -1.76479 2.96443
H 7.88609 -0.74882 1.79538
H 7.62210 -2.32384 2.44055
H 6.52614 0.73800 1.47199
H 5.01365 0.54083 2.25427
N 0.17874 1.65829 7.06348
C 0.18426 2.65044 6.16243
N -0.44187 3.65833 6.67008
O 0.66073 2.65992 5.02234
H -0.24927 1.87486 7.95231
H 0.60340 0.76000 6.88222
H -0.76868 4.41753 6.08965
H -0.71699 3.55321 7.63617
N -2.63647 -9.05450 -3.50937
C -3.80296 -8.58880 -3.51763
N -3.82858 -7.29234 -3.28412
O -4.86455 -9.12797 -3.85404
H -2.01974 -8.47312 -2.96006
H -2.66289 -10.05109 -3.34749
H -4.74732 -6.88118 -3.36759
H -3.01063 -6.70839 -3.18378
N -10.73994 -3.08699 -0.86168
C -9.48693 -2.86712 -0.67151
N -8.97515 -3.91214 -0.15947
O -8.95112 -1.80265 -0.87161
H -11.06974 -4.03933 -0.92790
H -11.26908 -2.32964 -1.26979
H -9.49311 -4.76998 -0.03331
H -7.97759 -3.85066 -0.01387
C 3.20154 -3.88596 -7.31619
C 1.82685 -4.63164 -7.36168
O 1.53169 -4.81303 -6.00346
H 4.02517 -4.54177 -7.03398
H 3.16673 -3.00724 -6.67219
H 3.54252 -3.65164 -8.32462
H 1.90709 -5.58211 -7.88920
H 1.02768 -4.05309 -7.82504
H 0.97107 -4.07333 -5.75820
*
```


Entry from the OMol25 dataset: C14H46N12O11V as an isolated structure at a distorted geometry (ωB97M-V/def2-TZVPD).

Values from the calculation:
E_HOMO ... -11.305 eV
HOMO-LUMO gap ... 4.32 eV
LUMO energy ... -6.982 eV

Structure (ORCA input):
```
! RIJCOSX wB97M-V def2-TZVPD def2/J DEFGRID3
* xyz 1 1
O 1.03172 -1.06998 -1.19077
V 0.75194 -0.28174 0.18186
O 0.02793 -1.27520 1.15966
C 6.56179 -1.01954 2.26579
O 5.37459 -1.01395 2.01725
N 7.16644 -0.17313 3.08778
N 7.43834 -1.84773 1.81346
H 8.13616 -0.19005 3.36968
H 6.54178 0.42593 3.60839
H 8.40606 -1.57210 1.72607
H 7.01779 -2.61393 1.30732
C 1.66681 -1.32434 8.42914
O 0.50510 -1.37076 8.19389
N 2.64302 -1.46274 7.54630
N 2.10581 -1.15458 9.68037
H 3.58513 -1.27692 7.85935
H 2.35630 -1.60054 6.58771
H 1.45748 -0.90587 10.41380
H 3.09392 -1.15169 9.88950
C 5.15886 -5.02968 -5.19769
O 5.44386 -5.03801 -3.99385
N 5.96490 -5.49056 -6.18962
N 4.01785 -4.64269 -5.79712
H 6.76040 -6.02816 -5.87616
H 5.78091 -5.35582 -7.17354
H 3.81024 -4.94350 -6.73866
H 3.28077 -4.16573 -5.29779
C -4.07586 2.88759 -0.99420
O -2.96620 2.41635 -0.92159
N -4.51652 3.61099 -1.94368
N -4.95829 2.85178 0.02355
H -5.44572 4.00120 -2.01011
H -3.85426 3.75414 -2.69269
H -5.88772 3.24196 -0.03981
H -4.68115 2.47611 0.91919
C 3.40592 4.99491 -3.03927
O 2.98736 4.06455 -2.30773
N 2.79874 5.59711 -3.99839
N 4.61995 5.43375 -3.07144
H 3.23821 6.37783 -4.46471
H 1.80264 5.48015 -4.11760
H 5.07719 5.18543 -2.20577
H 4.72311 6.26372 -3.63765
C 1.87078 4.67002 4.05361
O 1.78647 3.64818 3.41113
N 2.83469 5.53462 3.89833
N 0.99632 4.95870 4.99982
H 3.40725 5.30636 3.09822
H 3.10604 6.16521 4.63916
H 0.98510 5.84483 5.48432
H 0.21799 4.32379 5.10563
C -1.15672 2.06921 -7.11561
C -1.40403 3.33867 -7.97868
O -1.81956 4.35264 -7.06437
H -0.23509 2.12860 -6.53668
H -0.98041 1.18886 -7.73366
H -1.93236 1.91267 -6.36595
H -2.22396 3.10494 -8.65778
H -0.55067 3.63092 -8.59062
H -2.06170 5.14123 -7.55539
C -3.47692 -6.52047 -4.80115
C -4.01738 -5.90657 -3.54658
C -4.19994 -4.34940 -3.77180
O -5.23894 -6.53664 -3.16010
H -2.39958 -6.37302 -4.87661
H -4.01201 -6.42993 -5.74644
H -3.61900 -7.57852 -4.58105
H -3.15397 -6.06253 -2.89982
H -4.69477 -3.79162 -2.97673
H -4.73415 -4.16171 -4.70319
H -3.24698 -3.83063 -3.87593
H -5.06279 -7.48027 -3.14881
C -5.22758 -1.45184 5.28485
C -5.37479 -0.00684 5.76442
C -5.78775 0.11812 7.29107
O -4.05195 0.66794 5.62404
H -6.13182 -2.02294 5.49533
H -4.42866 -1.90994 5.86793
H -5.06174 -1.52993 4.21037
H -6.06029 0.54270 5.11928
H -5.06939 -0.34698 7.96615
H -6.66876 -0.50536 7.44337
H -5.98823 1.08957 7.74295
H -3.48644 -0.00679 6.00684
*
```